(1)
This record from OMol25 describes a cluster of 2 separate species, C3H6N2O in total. The level of theory is wB97M-V/def2-TZVPD.

The geometry in XYZ format:
```
12
Properties=species:S:1:pos:R:3:forces:R:3
C 1.960 -0.204 -0.128 -0.0996 -0.1868 -0.0198
N 1.124 -1.067 0.283 0.3955 0.3087 0.0322
C -1.731 -0.162 0.098 -0.0300 -0.2745 0.1524
N -1.989 -1.162 0.776 0.1684 0.5341 -0.3543
C -1.471 0.922 -0.597 -0.3269 -0.2402 -0.0623
O -0.521 1.867 -0.261 0.1848 -0.0561 0.1614
H 2.008 0.009 -1.197 -0.0077 -0.0213 0.0877
H 2.651 0.362 0.514 -0.1391 -0.1691 -0.0429
H 0.193 1.414 0.205 -0.1048 0.1221 -0.0172
H 1.179 -1.170 1.298 0.0140 0.0086 -0.0301
H -1.387 -1.950 0.517 -0.0729 0.0462 -0.0197
H -2.016 1.143 -1.506 0.0182 -0.0719 0.1126
```
Positions in Å, forces in eV/Å.

Its energy relative to the best compared isomer or geometry (same formula, charge and spin) is 83.6 kcal/mol. As for the structure (SMILES): N=C=CO.C=N. The value obtained for the electronic energy is -302.5599 Eh. As for the HOMO energy: -8.3 eV. The value obtained for the lowest unoccupied orbital energy is 0.740 eV.


(2)
This record from OMol25 describes a cluster of 7 separate species, C29H73N9O9P2 in total in a non-equilibrium geometry. The level of theory is wB97M-V/def2-TZVPD.

The geometry in XYZ format:
```
122
Properties=species:S:1:pos:R:3:forces:R:3
O 4.619 -4.721 0.867 0.1901 -0.0525 0.5389
P 4.965 -3.354 0.432 0.2503 0.8435 -0.7966
N 4.503 -2.145 1.526 0.8833 -1.1101 -1.2572
C 4.144 -0.790 1.216 0.0260 -0.5694 -1.1784
C 4.699 -2.409 2.929 -0.5788 -0.4682 -0.2006
N 4.201 -2.966 -1.023 1.9457 0.5399 0.0212
C 2.770 -3.032 -1.097 0.1319 -0.0413 -1.7156
C 4.968 -3.121 -2.321 -1.3579 -0.3350 1.2619
N 6.644 -3.226 0.127 -0.3962 0.1986 0.0089
C 7.356 -4.356 -0.463 0.5951 -0.2920 -0.3256
C 7.469 -1.991 0.177 -1.1203 -1.0545 1.5609
H 3.180 -0.541 1.623 -0.3905 0.1635 0.5267
H 4.029 -0.722 0.130 0.2212 0.2349 0.0975
H 4.926 -0.138 1.572 0.1903 0.6976 0.0901
H 3.698 -2.351 3.369 0.2589 0.3652 0.6054
H 5.455 -1.759 3.406 -0.4059 -0.1415 -0.1376
H 4.985 -3.447 2.989 0.3553 -0.3437 0.4380
H 2.259 -2.593 -0.293 -0.1962 0.2443 1.6223
H 2.425 -2.458 -1.939 0.1306 0.5612 -0.5846
H 2.387 -4.005 -1.322 -0.2189 -1.1535 0.3516
H 4.298 -2.707 -3.070 0.0972 -0.2236 -0.2880
H 5.858 -2.520 -2.308 0.4635 0.2529 0.1423
H 5.248 -4.174 -2.533 -0.3163 0.5164 0.0184
H 8.347 -4.508 -0.027 -0.0345 0.2332 0.6756
H 6.835 -5.316 -0.312 -0.1061 0.6191 -0.2968
H 7.663 -4.192 -1.526 -0.8491 -0.0810 0.3201
H 8.235 -2.136 0.971 -0.2766 0.2847 -0.5115
H 6.854 -1.118 0.428 0.1353 -0.2725 -0.0589
H 7.945 -1.839 -0.761 0.4954 0.2442 -0.9235
O -1.459 4.712 3.283 -0.6657 -0.5778 0.1480
P -2.615 3.805 3.513 -0.9642 -0.0844 1.6521
N -3.768 3.943 2.307 0.6846 -0.1463 -0.9052
C -3.095 4.143 1.015 1.9318 -0.0033 -0.7184
C -4.853 2.944 2.152 -0.0829 0.2749 -1.4327
N -3.610 3.985 4.881 0.4625 -0.6443 -1.3358
C -3.045 3.783 6.194 -2.2727 0.0402 0.2462
C -4.929 4.553 4.826 -0.6505 0.4420 0.8135
N -2.097 2.232 3.757 -0.3963 -0.0198 -0.2367
C -2.954 1.111 4.220 1.2625 0.6278 0.8495
C -0.745 1.899 3.435 1.5815 -1.1521 0.7033
H -2.231 4.853 0.970 -1.3317 0.3467 0.8202
H -3.808 4.402 0.242 -0.1440 -0.0577 -0.0883
H -2.460 3.291 0.690 -1.0308 -0.5186 0.0041
H -5.550 3.021 2.992 0.3340 -0.5350 -0.1159
H -4.440 1.894 1.975 -0.7664 1.2894 0.1190
H -5.457 3.326 1.242 0.9252 -0.9962 1.2652
H -2.178 3.163 6.122 0.8425 0.1061 0.2182
H -2.964 4.769 6.670 0.7052 -0.3392 0.2745
H -3.822 3.212 6.765 0.6715 0.3051 -0.0595
H -4.914 5.588 5.135 -0.0258 0.5546 0.5881
H -5.212 4.627 3.806 -0.4808 -0.0069 -0.5970
H -5.761 4.050 5.430 1.3891 0.1201 -0.6592
H -3.969 1.445 4.211 -0.6615 0.1061 0.0763
H -2.864 0.260 3.532 0.1086 0.1099 0.3395
H -2.691 0.853 5.307 -0.2218 0.0191 -1.5256
H -0.253 1.333 4.287 -0.5614 0.4454 -0.7948
H -0.117 2.768 3.272 -0.2574 0.3381 0.1384
H -0.614 1.281 2.536 -0.3254 -0.1492 0.1282
O 1.498 3.431 -1.859 -0.9188 0.0274 1.4546
C 0.649 3.439 -0.970 0.8990 -0.0126 -1.2786
O -0.593 2.988 -1.155 -0.9167 -0.4273 -1.5537
C -0.893 2.515 -2.526 0.7557 -1.3045 -0.4181
C -2.377 2.425 -2.783 -0.4490 1.1744 0.4089
C 0.783 3.989 0.412 1.0394 -0.2618 0.0550
H -0.489 1.486 -2.621 0.1283 0.5673 0.2276
H -0.380 3.118 -3.269 0.1379 0.2409 0.2647
H -2.682 1.813 -3.669 0.6226 0.3679 0.8532
H -2.763 3.468 -2.947 -0.0290 -0.9947 0.3267
H -2.762 2.002 -1.847 -0.6470 0.0588 -0.4152
H 0.853 5.069 0.313 -0.2529 0.1576 0.2283
H 1.731 3.661 0.846 0.0167 0.0382 -0.1520
H -0.005 3.662 1.075 -0.3404 0.2783 -0.0018
O -6.643 -2.077 -5.072 0.2934 0.6573 -0.3323
C -6.032 -1.056 -5.287 -0.3238 -0.4331 0.4740
O -5.175 -0.517 -4.357 -0.9019 1.0016 -1.9898
C -5.319 -1.032 -3.073 1.1640 -0.3068 1.6294
C -6.636 -0.759 -2.374 0.3434 0.8512 0.4712
C -6.082 -0.206 -6.535 -1.0868 0.3075 0.7901
H -4.437 -0.652 -2.502 -0.8242 0.0082 -0.3373
H -5.151 -2.087 -3.176 -0.1453 -0.8329 0.3681
H -6.940 0.309 -2.370 0.5765 -0.4496 0.2032
H -6.567 -1.148 -1.347 -0.0229 0.3340 -0.2539
H -7.436 -1.261 -2.852 -0.7087 -0.7151 -0.5134
H -6.784 -0.571 -7.293 0.4672 -0.3734 0.2995
H -5.062 -0.184 -6.865 0.4073 0.5389 -0.5926
H -6.482 0.794 -6.243 0.7873 -0.5326 -0.1858
C 0.324 -2.822 1.795 1.3928 1.8378 0.5706
O 1.386 -2.164 1.823 -1.4075 -0.4385 -0.2081
N 0.294 -4.117 2.044 -1.2399 -2.1687 -0.2290
C -0.966 -4.962 1.964 0.4584 1.6787 1.5674
C 1.559 -4.852 2.179 -1.8484 -1.4785 0.5584
H -0.633 -2.277 1.640 0.0479 -0.6464 -0.0608
H -1.513 -4.885 2.943 0.3806 -0.0200 -0.9411
H -0.781 -6.006 1.801 0.6880 -0.3464 -0.1341
H -1.596 -4.623 1.161 -0.3036 0.3213 -0.2595
H 1.474 -5.548 3.055 0.1421 0.5582 -0.7840
H 1.679 -5.419 1.263 0.4142 -0.2529 -0.0246
H 2.357 -4.193 2.312 1.1605 0.9658 0.1129
C 3.449 0.356 -2.784 1.4192 2.3900 -0.3371
O 2.745 -0.490 -3.223 -1.9101 -2.1057 -0.5903
N 3.854 1.433 -3.505 -0.5896 0.8988 0.8705
C 3.115 1.866 -4.684 0.9788 -0.6768 0.3300
C 4.817 2.376 -2.977 1.3208 -1.4133 -0.5358
H 3.855 0.385 -1.780 0.3317 -0.3406 0.6477
H 3.739 1.594 -5.548 -0.4149 0.6009 -0.1724
H 2.856 2.932 -4.602 0.1998 -0.3924 -0.1921
H 2.246 1.243 -4.686 -0.7677 -0.1558 -0.3628
H 4.435 3.350 -2.701 -0.3454 0.1145 0.1056
H 5.351 1.875 -2.134 -0.3700 0.6438 -0.4744
H 5.539 2.461 -3.817 0.0248 0.5067 0.7229
C -1.896 -0.007 0.206 -0.7493 0.0372 0.0002
O -3.010 -0.024 0.692 -0.4343 0.0690 0.3683
N -1.498 -0.833 -0.779 2.0421 0.1296 0.4819
C -0.040 -0.909 -1.027 -0.3026 -0.0996 -0.4531
C -2.227 -1.991 -1.198 -0.3630 -0.8499 1.4026
H -1.156 0.742 0.530 0.1840 -0.1624 -0.2416
H 0.337 0.107 -0.937 0.3279 -0.0132 -0.2396
H 0.100 -1.304 -2.048 0.1562 0.4397 0.3564
H 0.543 -1.550 -0.333 -0.7441 0.3333 -0.2415
H -1.609 -2.868 -0.981 0.0488 -0.1474 0.1566
H -3.161 -2.123 -0.581 0.6747 0.4421 -1.1895
H -2.283 -1.983 -2.270 -0.8567 0.0214 -0.5303
```
Positions in Å, forces in eV/Å.

As for the structure (SMILES): CN(C)P(=O)(N(C)C)N(C)C.CN(C)P(=O)(N(C)C)N(C)C.CCOC(C)=O.CCOC(C)=O.CN(C)C=O.CN(C)C=O.CN(C)C=O. The value obtained for the electronic energy is -3001.5000 Eh. As for the HOMO energy: -8.4 eV. The value obtained for the lowest unoccupied orbital energy is 0.532 eV.


(3)
This record from OMol25 describes a structure of composition C7H7NO2S in a non-equilibrium geometry. The level of theory is wB97M-V/def2-TZVPD.

The geometry in XYZ format:
```
18
Properties=species:S:1:pos:R:3:forces:R:3
C -2.069 1.477 -0.328 0.7244 -0.9800 -0.3996
C -1.424 0.505 -0.665 -0.8211 0.7948 0.0489
C -2.126 -1.828 0.479 0.1579 0.0747 -0.1436
C 2.251 -0.853 -0.061 1.1396 0.3678 0.5452
C -2.780 2.645 0.092 -0.2552 0.3334 0.0394
C 3.663 -1.094 0.479 -0.4631 0.0028 -0.0820
C -0.568 -0.530 -0.950 1.0100 0.2823 0.4582
N -3.203 -1.780 0.866 -0.6245 -0.0710 0.3355
O 1.640 -1.884 -0.468 -0.4334 -0.8292 -0.6407
O 1.804 0.297 -0.061 -0.6829 0.2644 -0.2199
S -0.465 -1.959 -0.081 -0.0252 -0.2480 -0.0863
H -2.585 3.477 -0.583 -0.0550 0.0338 0.0366
H -3.852 2.439 0.125 0.0076 0.0310 0.0343
H -2.452 2.913 1.097 -0.0413 0.0323 0.0360
H 4.368 -0.967 -0.341 0.0873 0.0088 -0.0281
H 3.740 -2.108 0.861 0.0898 -0.0140 0.0044
H 3.878 -0.365 1.253 0.1012 0.0530 0.0291
H 0.182 -0.387 -1.715 0.0837 -0.1368 0.0325
```
Positions in Å, forces in eV/Å.

Its energy relative to the best compared isomer or geometry (same formula, charge and spin) is 65.5 kcal/mol. The value obtained for the electronic energy is -874.2055 Eh. As for the HOMO energy: -9.3 eV. The value obtained for the lowest unoccupied orbital energy is -2.409 eV.


(4)
This record from OMol25 describes the ion C24H22F3N2 with charge +1 in a non-equilibrium geometry. The level of theory is wB97M-V/def2-TZVPD.

The geometry in XYZ format:
```
51
Properties=species:S:1:pos:R:3:forces:R:3
C -0.518 1.212 3.119 0.1848 -0.7135 0.3722
C -0.937 2.151 2.180 0.2588 0.1896 -0.3624
C -0.063 2.559 1.168 0.3089 -0.6909 0.3026
C 1.243 2.000 1.120 -0.8246 0.0956 -0.6119
C 1.953 2.197 -0.192 -0.1673 -0.8063 -0.6047
N 3.267 2.517 -0.343 1.9159 -2.2240 -0.8265
C 3.825 2.078 -1.600 -0.6177 -0.9948 -2.0178
C 3.013 2.671 -2.767 1.0164 0.6217 0.0602
C 1.602 2.189 -2.708 -0.7810 -0.6579 0.5060
N 1.197 1.923 -1.301 0.4955 0.4065 1.1700
C 1.647 1.017 2.045 -0.2177 -0.1597 -0.4783
C 0.741 0.601 3.034 0.4609 0.3460 -0.5983
H -1.193 0.863 3.909 0.1501 0.2471 -0.4485
H -1.968 2.501 2.171 0.3051 0.0794 0.1873
H -0.403 3.218 0.362 0.1568 -0.0986 0.4733
H 4.907 2.294 -1.709 -0.7440 0.0641 0.4081
H 3.664 0.943 -1.629 0.5480 1.3159 -0.2377
H 3.056 3.760 -2.813 0.1041 0.0314 0.5293
H 3.469 2.376 -3.697 0.0791 -0.3369 -0.4100
H 0.864 2.908 -3.115 0.4985 -0.5670 -0.0565
H 1.561 1.205 -3.190 -0.4175 0.3696 -0.2340
H 0.236 1.526 -1.201 1.3955 0.7363 0.4238
H 2.603 0.491 1.858 -0.8442 0.4484 0.5407
H 1.021 -0.259 3.653 -0.2249 0.5767 -0.0103
F 7.450 -2.794 3.119 -1.6809 -0.0675 0.2310
C 6.106 -2.557 3.367 0.8278 -1.1691 1.1243
F 5.388 -3.679 3.011 1.0468 1.5323 0.4295
F 6.002 -2.411 4.736 0.0016 -0.3432 -1.4700
C 5.695 -1.305 2.668 -0.2689 -0.5868 -0.3369
C 4.805 -1.384 1.595 0.2761 0.9651 -0.3232
C 4.514 -0.215 0.874 0.0848 0.8170 0.9058
C 4.974 1.043 1.333 0.1086 -1.9158 -0.1072
C 4.415 2.330 0.830 -5.2502 3.3580 2.0296
C 5.386 3.466 0.950 0.7654 1.6308 -1.9730
C 4.901 4.797 0.969 0.9760 0.0959 0.2978
C 5.773 5.888 1.158 0.6163 -0.9585 0.2215
C 7.165 5.648 1.273 -0.2305 0.0241 0.2843
C 7.683 4.354 1.106 -0.4226 -0.1787 0.1517
C 6.800 3.288 0.881 -0.8824 0.2479 0.1085
C 5.944 1.042 2.388 -0.7868 0.5393 0.5000
C 6.299 -0.118 3.078 -0.4956 0.3190 -0.8872
H 4.323 -2.312 1.314 0.2835 -0.0647 0.0472
H 3.835 -0.201 0.023 0.0394 -0.4104 0.2160
H 3.342 2.759 1.336 3.8088 -1.3250 1.7956
H 3.843 4.989 0.827 -0.0533 -0.0644 0.2902
H 5.393 6.898 1.326 0.0375 -0.3634 -0.3086
H 7.849 6.468 1.551 -0.4910 -0.4567 -0.3314
H 8.756 4.125 1.239 -0.7174 0.3777 -0.3420
H 7.184 2.283 0.707 0.0692 0.3432 0.1275
H 6.336 1.991 2.775 -0.2934 -0.5775 -0.2797
H 7.013 -0.087 3.912 -0.4081 -0.0473 -0.4778
```
Positions in Å, forces in eV/Å.

As for the structure (SMILES): FC(F)(F)c1ccc([C@@H](c2ccccc2)N2CCC[NH+]=C2c2ccccc2)cc1. As for the net charge: +1. The value obtained for the electronic energy is -1336.5658 Eh. As for the HOMO energy: -11.7 eV. The value obtained for the lowest unoccupied orbital energy is -3.552 eV.


no.,Kohn-Sham gap (eV)
1,9.045
2,8.912
3,6.869
4,8.177